[1]
C4H10FIN | the ωB97M-V functional and the def2-TZVPD basis

Last column: Mulliken charge in e.
Atoms and positions in Å:
C1 1.008 0.912 -1.754  -1.02
C2 1.510 0.871 -0.346  -0.36
C3 -0.810 -1.250 0.090  -0.93
C4 0.344 0.696 0.649  0.09
N1 -1.611 -1.294 1.316  -0.14
F1 0.826 0.407 1.888  -0.25
I1 -1.261 2.087 0.723  0.25
H1 0.233 1.779 -1.940  0.31
H2 0.641 -0.152 -1.919  0.22
H3 1.829 1.129 -2.312  0.39
H4 2.292 0.099 -0.305  0.32
H5 1.938 1.776 -0.182  0.42
H6 -1.482 -1.094 -0.652  0.47
H7 0.002 -2.059 0.095  0.31
H8 -0.953 -1.638 1.955  0.34
H9 -2.400 -1.937 1.143  0.39
H10 -2.106 -0.333 1.550  0.22

Cartesian forces, eV/Å:
C -3.64 -0.52 0.93
C -2.38 -1.86 -0.07
C 4.36 1.85 2.82
C 0.44 -2.63 -0.65
N -2.35 1.25 -1.35
F -0.82 0.09 -0.60
I 0.45 -0.32 0.07
H 1.23 -2.04 0.32
H 0.01 1.61 -0.68
H 2.14 0.35 -2.17
H -0.51 -0.02 0.70
H 1.45 2.81 1.17
H -1.15 0.34 -2.96
H -1.59 1.22 -0.34
H 0.37 -0.38 2.33
H 0.40 -0.10 0.71
H 1.59 -1.64 -0.21

Calculated values
Largest force on an atom: 5.51 eV/Å
Kohn-Sham gap (spin up / spin down): 9.32 / 9.32 eV
Calculated total energy: -610.33928 a.u.
Total charge: +1

[2]
C2H4FNOS | the ωB97M-V functional and the def2-TZVPD basis

Last column: Mulliken charge in e.
Atoms and positions in Å:
C1 -0.551 -0.635 0.035  0.68
C2 -0.955 0.739 0.516  -0.35
H1 2.069 0.700 -1.124  0.15
H2 0.966 -1.830 -0.636  0.27
H3 -0.299 1.027 1.303  0.29
H4 -2.031 0.739 0.831  0.23
N1 0.774 -0.943 -0.203  -0.29
O1 -1.382 -1.486 -0.216  -0.58
F1 -0.693 1.611 -0.578  -0.25
S1 2.103 0.078 0.070  -0.16

Cartesian forces, eV/Å:
C -0.56 -1.48 -0.80
C -0.08 0.07 -0.95
H 0.13 0.13 0.11
H -0.28 -0.21 0.00
H 0.34 0.54 0.82
H 1.05 0.12 -0.63
N 0.23 1.02 0.55
O -0.04 0.29 0.27
F -0.57 -0.41 0.87
S -0.22 -0.07 -0.23

Calculated values
Largest force on an atom: 1.77 eV/Å
Kohn-Sham gap: 10.69 eV
Calculated total energy: -706.63939 a.u.

[3]
N2O6Rb4 | the ωB97M-V functional and the def2-TZVPD basis

Last column: Mulliken charge in e.
Atoms and positions in Å:
Rb1 1.131 -3.193 3.155  1.01
Rb2 -2.322 -0.093 3.215  0.98
Rb3 -1.528 -1.971 0.105  1.02
Rb4 2.620 -0.156 -1.941  0.99
N1 -0.489 1.045 -2.321  0.97
O1 -1.599 1.304 -2.759  -0.60
O2 0.486 1.805 -2.491  -0.61
O3 -0.291 -0.051 -1.686  -0.72
N2 0.452 0.319 1.107  0.84
O4 0.429 -0.838 1.659  -0.85
O5 -0.320 1.199 1.533  -0.54
O6 1.431 0.630 0.423  -0.48

Cartesian forces, eV/Å:
Rb 0.47 0.10 0.08
Rb 0.02 0.77 0.17
Rb -0.18 0.29 -1.36
Rb -0.19 0.48 -0.32
N -0.06 1.00 -0.78
O 0.26 -0.26 0.46
O -0.17 -0.67 0.16
O -0.06 -1.09 0.59
N 2.97 3.09 1.33
O -1.00 -1.59 0.04
O -0.79 -1.23 -0.66
O -1.28 -0.90 0.29

Calculated values
Largest force on an atom: 4.48 eV/Å
Kohn-Sham gap: 5.85 eV
Calculated total energy: -656.64156 a.u.
Total charge: +2

Relative energy (zero: lowest compared OMol25 entry of this formula, charge and spin): 2.728; 0.000; 1.959 (eV)